1.
Entry from the OMol25 dataset: a structure of composition C10H13Cl5CoGeNO2SSi (wB97M-V/def2-TZVPD).

Element x y z (Å)
Co (-0.2913, 1.8446, 1.6412)
C (1.4022, -1.3285, -3.7996)
Si (2.0723, -1.3054, -2.0466)
C (2.7565, -2.9925, -1.5928)
C (3.4028, -0.0015, -1.8729)
C (0.5932, -0.9853, -0.9030)
C (-0.4286, -1.9396, -0.8833)
C (-1.5758, -1.7945, -0.1145)
C (-1.7000, -0.6736, 0.6827)
N (-0.7232, 0.2315, 0.6913)
C (0.3649, 0.1141, -0.0829)
S (1.2789, 1.5972, 0.1207)
H (2.1971, -1.5449, -4.5153)
H (0.9683, -0.3624, -4.0623)
H (0.6276, -2.0864, -3.9290)
H (3.5931, -3.2500, -2.2443)
H (2.0102, -3.7822, -1.6915)
H (3.1192, -3.0042, -0.5637)
H (4.2385, -0.2844, -2.5181)
H (3.7816, 0.0787, -0.8540)
H (3.0608, 0.9857, -2.1814)
H (-0.3358, -2.8251, -1.5029)
H (-2.3623, -2.5343, -0.1339)
H (-2.5506, -0.4567, 1.3138)
Cl (-3.3255, 3.2532, 5.3170)
C (-2.8504, 1.5882, 4.9385)
Cl (-1.5642, 1.0239, 6.0130)
C (-2.4383, 1.5189, 3.4604)
O (-3.2485, 1.1098, 2.6517)
O (-1.2552, 1.9571, 3.2104)
H (-3.7171, 0.9554, 5.0893)
Cl (-2.7992, 4.4504, 1.6308)
Ge (-1.4744, 3.3423, 0.3858)
Cl (-2.6140, 2.3208, -1.0921)
Cl (-0.2127, 4.7795, -0.5625)

Summary:
- orbital gap (alpha / beta) (eV) = 7.17 / 7.32
- E_LUMO (alpha / beta) (eV) = -1.78 / -1.62
- highest occupied orbital energy (alpha / beta) (eV) = -8.95 / -8.95
- calculated total energy (a.u.) = -7042.598909
- largest force on an atom (Eh/bohr) = 0.0102

---

2.
Entry from the OMol25 dataset: a structure of composition C35H39AgBCl2N5O4 (wB97M-V/def2-TZVPD).

Element x y z (Å)
Ag (0.1313, -1.4073, 1.0341)
C (3.8353, -1.4032, -0.8060)
N (2.7214, -0.6939, -0.2274)
C (2.9641, 0.4118, 0.3674)
C (1.9672, 1.2460, 0.9643)
C (2.1395, 2.5234, 1.5193)
C (0.8635, 2.9504, 1.8986)
C (-0.0083, 1.8974, 1.5561)
N (0.6534, 0.8799, 0.9960)
C (3.7230, -1.4438, -2.3158)
C (2.4900, -1.6801, -2.9206)
C (2.3851, -1.7066, -4.3029)
C (3.5035, -1.5009, -5.1025)
C (4.7336, -1.2631, -4.5068)
C (4.8369, -1.2323, -3.1210)
H (3.8291, -2.4310, -0.4223)
H (4.8084, -0.9543, -0.5377)
H (4.0030, 0.7808, 0.4323)
H (3.0740, 3.0639, 1.6028)
H (0.5905, 3.8976, 2.3421)
H (-1.0817, 1.8490, 1.6841)
H (1.6183, -1.8265, -2.2940)
H (1.4167, -1.8742, -4.7595)
H (3.4140, -1.5113, -6.1828)
H (5.6106, -1.0839, -5.1189)
H (5.7966, -1.0258, -2.6575)
Cl (-2.1399, 3.4674, -5.6135)
C (-3.5143, 4.0622, -4.7298)
C (-4.3259, 4.9878, -5.3598)
C (-5.5002, 5.4139, -4.7592)
C (-5.8479, 4.8893, -3.5230)
C (-5.0161, 3.9868, -2.8889)
Cl (-5.4842, 3.3746, -1.3354)
C (-3.7938, 3.5443, -3.4444)
N (-3.0012, 2.6394, -2.8056)
C (-1.5993, 2.7765, -2.6399)
C (-0.9725, 4.0157, -2.7117)
C (0.3902, 4.1234, -2.4817)
C (1.1273, 2.9924, -2.1565)
C (0.4959, 1.7599, -2.0751)
C (-0.8653, 1.6264, -2.3236)
C (-1.5370, 0.2863, -2.2430)
C (-2.4234, 0.0682, -0.9802)
O (-3.3656, 0.8975, -0.8121)
O (-2.1666, -0.9359, -0.2928)
H (-4.0408, 5.3458, -6.3403)
H (-6.1409, 6.1336, -5.2513)
H (-6.7608, 5.1910, -3.0261)
H (-3.3966, 2.0129, -2.0569)
H (-1.5638, 4.8981, -2.9309)
H (0.8644, 5.0978, -2.5255)
H (2.1835, 3.0681, -1.9285)
H (1.0644, 0.8828, -1.7842)
H (-0.8004, -0.5162, -2.2720)
H (-2.2124, 0.1867, -3.1008)
C (-2.2132, -4.1554, 1.3513)
N (-1.6683, -4.6548, 0.0809)
C (-2.6350, -5.3151, -0.7836)
C (-0.8241, -3.8217, -0.5423)
N (-0.0870, -3.0766, -1.0152)
H (-2.4650, -5.0113, 1.9808)
H (-3.1059, -3.5462, 1.1767)
H (-1.4654, -3.5295, 1.8420)
H (-3.0118, -6.2032, -0.2738)
H (-2.1548, -5.6180, -1.7122)
H (-3.4795, -4.6568, -1.0172)
C (0.4218, -3.3244, 5.9765)
C (0.3514, -1.9128, 5.3888)
C (-0.3785, -0.9903, 6.3509)
O (-0.3784, -1.9864, 4.1616)
B (0.5152, -2.0289, 3.0594)
O (1.8229, -1.9382, 3.6014)
C (1.7362, -1.3982, 4.9205)
C (1.7831, 0.1264, 4.7933)
C (2.9155, -1.8879, 5.7469)
H (-0.5961, -3.7020, 6.0913)
H (0.9136, -3.3332, 6.9536)
H (0.9591, -3.9840, 5.2937)
H (-1.3367, -1.4364, 6.6269)
H (-0.5737, -0.0245, 5.8885)
H (0.2102, -0.8397, 7.2620)
H (0.9510, 0.4914, 4.1877)
H (2.6988, 0.4057, 4.2711)
H (1.7681, 0.6169, 5.7714)
H (2.9897, -2.9749, 5.7263)
H (2.8276, -1.5544, 6.7859)
H (3.8337, -1.4743, 5.3262)

Summary:
- orbital gap (eV) = 5.25
- E_LUMO (eV) = 4.21
- highest occupied orbital energy (eV) = -1.04
- calculated total energy (a.u.) = -3024.180757
- total charge = -2
- largest force on an atom (Eh/bohr) = 0.0153

---

Q: Which energy above the lowest of the compared OMol25 structures with the same formula, charge and spin values were calculated for the entries above? A: 75.0 30.4, in kJ/mol.